(1)
The following is a quantum chemistry calculation of a molecular structure, C4H3Br2N, from the OMol25 dataset.

## Properties
Energy relative to the best compared isomer or geometry (same formula, charge and spin) ... 63.3 kJ/mol
HOMO ... -9.513 eV

Cartesian coordinates (Å):
C1 0.363 0.190 0.195
C2 -0.737 0.945 -0.391
C3 -0.389 -0.831 1.027
C4 -1.882 0.534 0.263
N1 -1.655 -0.639 0.928
Br1 -3.661 1.050 0.073
Br2 2.521 1.485 0.184
H1 0.934 -0.540 -0.441
H2 -0.483 1.808 -1.078
H3 0.140 -1.682 1.410


(2)
The following is a quantum chemistry calculation of a molecular structure, C4H3Br4NOS, from the OMol25 dataset.

## Properties
Energy relative to the best compared isomer or geometry (same formula, charge and spin) ... 0.0 kJ/mol
HOMO ... -8.883 eV

Cartesian coordinates (Å):
C1 -0.798 0.559 1.053
C2 -0.789 1.164 -1.922
C3 0.393 0.513 -1.814
C4 0.128 -1.494 2.178
N1 -0.189 -0.147 1.776
O1 -1.443 1.400 0.571
S1 1.903 1.402 -1.615
Br1 -0.895 3.061 -1.889
Br2 -2.358 0.344 -2.443
Br3 2.801 0.018 -0.245
Br4 0.542 -1.330 -2.300
H1 1.219 -1.459 2.374
H2 -0.430 -1.919 2.945
H3 -0.086 -2.113 1.331


(3)
The following is a quantum chemistry calculation of a single C4H3BrO molecule, from the OMol25 dataset.

## Properties
SMILES ... C#C[C@@]1(Br)CO1
Energy relative to the best compared isomer or geometry (same formula, charge and spin) ... 270.3 kJ/mol
HOMO ... -9.574 eV

Cartesian coordinates (Å):
C1 0.006 -2.342 -0.516
C2 -0.609 -1.316 -0.336
C3 -1.194 -0.007 -0.363
Br1 -3.100 -0.046 0.093
C4 -0.314 1.448 -0.105
O1 -0.883 0.914 -1.306
H1 0.537 -3.240 -0.344
H2 -0.788 2.102 0.516
H3 0.731 1.368 -0.033


(4)
The following is a quantum chemistry calculation of a single C4H3BrS2 molecule, from the OMol25 dataset.

## Properties
SMILES ... S=C1SCC=C1Br
HOMO ... -8.862 eV

Cartesian coordinates (Å):
S1 -2.316 0.583 3.810
C1 -1.611 0.361 2.413
S2 -1.799 1.245 0.883
C2 -0.474 0.415 0.037
C3 0.183 -0.524 0.963
C4 -0.309 -0.528 2.166
Br1 0.207 -1.630 3.571
H1 0.240 1.066 -0.427
H2 -0.974 -0.259 -0.599
H3 1.097 -1.112 0.614